(P)
Molecular formula: C5H14
Method: DFT, ωB97M-V/def2-TZVPD

Geometry (Å):
1 C 0.280 -0.812 -0.954
2 C 1.771 -1.121 -0.928
3 C 2.719 0.073 -0.650
4 H -0.229 -1.784 -0.937
5 H -0.042 -0.357 -1.888
6 H -0.034 -0.294 -0.057
7 H 1.999 -1.879 -0.173
8 H 2.092 -1.555 -1.865
9 H 2.212 0.885 -0.109
10 H 3.570 -0.273 -0.066
11 H 3.077 0.562 -1.559
12 C -1.782 0.661 1.752
13 C -2.758 1.080 0.654
14 H -1.722 -0.419 1.917
15 H -0.803 1.074 1.532
16 H -2.100 1.020 2.727
17 H -2.514 2.076 0.297
18 H -3.791 1.133 1.010
19 H -2.780 0.386 -0.188

Values from the calculation:
**SMILES**: CCC.CC
**Total charge**: 0
**Orbital gap**: 12.51 eV
**LUMO level**: 1.15 eV



(Q)
Molecular formula: C5H14
Method: DFT, ωB97M-V/def2-TZVPD

Geometry (Å):
1 C 0.896 2.448 0.778
2 C 0.455 1.351 -0.164
3 C 1.407 0.945 -1.300
4 H 0.785 3.353 0.137
5 H 0.026 2.697 1.397
6 H 1.742 2.299 1.434
7 H -0.596 1.441 -0.465
8 H 0.566 0.400 0.400
9 H 0.982 0.162 -1.926
10 H 2.411 0.883 -0.851
11 H 1.705 1.723 -1.994
12 C -1.730 -1.951 0.897
13 C -0.978 -2.670 -0.248
14 H -2.809 -1.896 0.807
15 H -1.655 -2.543 1.821
16 H -1.310 -0.961 0.983
17 H -0.761 -3.679 0.104
18 H -0.062 -2.167 -0.511
19 H -1.641 -2.733 -1.116

Values from the calculation:
**SMILES**: CCC.CC
**Total charge**: 0
**Orbital gap**: 11.86 eV
**LUMO level**: 1.12 eV



(R)
Molecular formula: C5H14
Method: DFT, ωB97M-V/def2-TZVPD

Geometry (Å):
1 C -0.891 -1.288 -2.064
2 C -0.980 -0.066 -1.185
3 C -0.081 1.177 -1.413
4 H -1.719 -1.202 -2.762
5 H 0.003 -1.435 -2.582
6 H -1.042 -2.096 -1.365
7 H -1.962 0.375 -1.251
8 H -0.868 -0.362 -0.181
9 H -0.088 1.365 -2.446
10 H -0.564 2.008 -0.825
11 H 0.883 0.993 -1.181
12 C 0.203 -0.078 2.408
13 C 1.677 0.194 2.095
14 H -0.097 0.560 3.276
15 H -0.406 0.457 1.672
16 H 0.088 -1.159 2.447
17 H 2.012 1.089 2.533
18 H 1.797 0.323 1.052
19 H 2.396 -0.556 2.567

Values from the calculation:
**SMILES**: CCC.CC
**Total charge**: 0
**Orbital gap**: 12.30 eV
**LUMO level**: 1.12 eV



Energies in kJ/mol, measured from the most stable structure: (P) 0.0; (Q) 76.4; (R) 81.4.